(1)
Below is a structure of composition C36H46AsCaN7O2S2, with properties calculated with the ωB97M-V functional and the def2-TZVPD basis.

XYZ file:
```
95
Properties=species:S:1:pos:R:3:lowdin_charge:R:1
Ca -0.190 -0.240 0.502 1.3113
C 3.067 -3.175 2.399 -0.0301
C 2.196 -2.011 2.022 -0.2834
N 0.959 -2.131 1.706 -0.0403
N 0.474 -3.402 1.577 -0.0424
C -0.709 -3.603 2.116 -0.9780
N -1.281 -4.814 1.748 0.0270
S -1.524 -2.638 3.258 0.4800
C 2.786 -0.653 2.004 -0.2061
C 4.053 -0.413 2.548 -0.0138
C 4.583 0.865 2.519 -0.0760
C 3.857 1.884 1.923 -0.0778
C 2.627 1.560 1.378 -0.1436
N 2.094 0.339 1.421 0.0580
H 2.473 -4.083 2.367 0.0662
H 3.474 -3.051 3.407 0.0754
H 3.901 -3.268 1.697 0.0694
H -1.026 -5.130 0.825 0.0637
H -2.261 -4.862 1.967 0.0448
H 4.615 -1.223 2.988 0.1006
H 5.560 1.058 2.946 0.1021
H 4.234 2.895 1.856 0.0997
H 2.039 2.312 0.861 0.0889
C 0.789 -3.362 -1.705 -0.0592
C 2.181 -2.875 -1.403 -0.2093
C 3.212 -3.784 -1.213 -0.0656
C 4.521 -3.361 -1.015 -0.1198
C 4.791 -2.004 -1.025 -0.0744
C 3.783 -1.059 -1.215 -0.2168
C 4.163 0.401 -1.235 -0.0438
C 2.451 -1.487 -1.381 -0.2347
N 1.376 -0.584 -1.452 0.0232
C 1.284 0.319 -2.430 -0.3191
C 2.079 0.170 -3.710 -0.0376
C 0.384 1.411 -2.312 -0.3143
C 0.292 2.370 -3.480 -0.0385
N -0.308 1.597 -1.174 0.0090
C -1.376 2.519 -1.162 -0.2292
C -2.524 2.313 -1.952 -0.2234
C -2.637 1.112 -2.852 -0.0333
C -3.575 3.221 -1.891 -0.0634
C -3.523 4.334 -1.071 -0.1000
C -2.400 4.531 -0.281 -0.0959
C -1.338 3.634 -0.303 -0.2304
C -0.142 3.859 0.581 -0.0664
H 0.658 -4.386 -1.357 0.0702
H 0.610 -3.332 -2.788 0.0850
H 0.033 -2.741 -1.228 0.0279
H 2.979 -4.845 -1.214 0.1065
H 5.316 -4.080 -0.854 0.0921
H 5.810 -1.654 -0.874 0.1049
H 4.608 0.672 -2.198 0.0804
H 4.900 0.613 -0.458 0.0700
H 3.302 1.046 -1.077 0.0604
H 2.698 -0.726 -3.676 0.0774
H 2.734 1.028 -3.898 0.0729
H 1.412 0.086 -4.573 0.0771
H 1.275 2.788 -3.714 0.0742
H -0.379 3.198 -3.265 0.0761
H -0.064 1.875 -4.389 0.0743
H -1.958 0.325 -2.533 0.0679
H -2.394 1.365 -3.889 0.0806
H -3.656 0.723 -2.831 0.0747
H -4.460 3.032 -2.490 0.1090
H -4.352 5.032 -1.034 0.0915
H -2.346 5.394 0.377 0.1010
H -0.286 4.742 1.206 0.0730
H 0.766 4.006 -0.011 0.0781
H 0.022 2.993 1.227 0.0381
O -1.812 -1.405 -0.381 -0.3666
N -2.909 -1.669 -1.052 -0.2178
C -2.832 -2.546 -2.082 -0.0358
C -3.921 -2.895 -2.831 -0.0895
C -5.156 -2.321 -2.505 -0.1050
C -5.227 -1.424 -1.470 -0.1235
C -4.093 -1.040 -0.707 -0.7392
S -4.140 0.131 0.505 0.5917
H -1.838 -2.930 -2.245 0.1091
H -3.806 -3.599 -3.644 0.0929
H -6.047 -2.577 -3.067 0.0956
H -6.159 -0.954 -1.197 0.0884
C -2.864 0.410 4.444 -0.2222
As -1.739 1.604 3.448 0.9734
C -2.887 2.917 2.642 -0.1941
C -0.666 2.571 4.738 -0.2045
O -0.756 0.827 2.392 -0.6517
H -3.295 0.944 5.291 0.0339
H -2.263 -0.436 4.771 -0.0147
H -3.645 0.043 3.779 0.0271
H -3.552 3.336 3.397 0.0421
H -3.460 2.430 1.855 -0.0106
H -2.280 3.703 2.199 0.0087
H -1.291 3.171 5.399 0.0311
H 0.021 3.214 4.188 0.0287
H -0.093 1.852 5.320 0.0364
```

Calculated values
HOMO energy (spin up / spin down) (eV): -3.14 / -4.03
Net charge: -1
E_LUMO (spin up / spin down) (hartree): 0.0876 / 0.0876
HOMO-LUMO gap (spin up / spin down) (hartree): 0.20300 / 0.23575
F_max (eV/Å): 0.7
M (g mol⁻¹): 787.945
E_tot (eV): -153556.7291
2S+1: 2


(2)
Below is a cluster of 7 separate species, C4H22N2O7 in total, with properties calculated with the ωB97M-V functional and the def2-TZVPD basis.

XYZ file:
```
35
Properties=species:S:1:pos:R:3:lowdin_charge:R:1
N -1.172 1.428 -1.815 0.0124
C -0.933 0.042 -2.114 -0.2615
C 0.601 -0.322 -2.012 -0.2157
N 0.981 -0.305 -0.589 -0.0631
C 2.404 -0.042 -0.474 -0.2075
C 2.941 0.751 0.673 -0.1642
O 2.105 1.350 1.333 0.0185
H -0.967 1.580 -0.838 0.0230
H -0.727 2.152 -2.354 0.0564
H -1.184 -0.276 -3.137 0.1083
H -1.425 -0.707 -1.498 0.0777
H 1.138 0.364 -2.664 0.1006
H 0.734 -1.366 -2.398 0.1170
H 0.385 0.287 -0.031 0.0759
H 2.914 -1.031 -0.591 0.1311
H 2.745 0.512 -1.386 0.1287
H 3.995 1.003 0.768 0.1268
O -0.318 3.991 -1.137 -0.0580
H 0.425 4.027 -0.534 0.0338
H -1.081 3.822 -0.577 0.0339
O -2.146 -0.424 2.018 -0.0500
H -1.974 0.076 1.215 0.0183
H -2.325 -1.249 1.549 0.0153
O -0.041 -1.843 3.893 -0.0447
H -0.786 -2.035 3.326 0.0059
H 0.284 -0.975 3.667 0.0224
O -2.529 -2.542 -0.380 -0.0756
H -2.775 -2.987 -1.196 0.0437
H -1.597 -2.792 -0.224 -0.0096
O -0.415 2.273 1.646 -0.0616
H -0.925 2.056 2.434 0.0443
H 0.420 1.778 1.639 -0.0191
O 0.057 -3.007 0.461 -0.0512
H 0.361 -2.865 1.370 0.0488
H 0.829 -2.724 -0.044 0.0388
```

Calculated values
HOMO energy (eV): -8.97
SMILES: NCCNCC=O.O.O.O.O.O.O
E_LUMO (hartree): 0.0075
HOMO-LUMO gap (hartree): 0.33703
F_max (eV/Å): 3.1
M (g mol⁻¹): 210.227
E_tot (eV): -21816.8105


(3)
Below is a structure of composition C16H32LaO3P, with properties calculated with the ωB97M-V functional and the def2-TZVPD basis.

XYZ file:
```
53
Properties=species:S:1:pos:R:3:lowdin_charge:R:1
C -1.918 -2.023 -0.265 -0.2442
H -2.681 -2.627 0.190 0.1033
H -2.381 -1.425 -1.078 0.0861
H -1.692 -1.077 0.941 0.0911
C -0.755 -2.933 -0.688 -0.3670
H -0.104 -2.483 -1.469 0.0906
H -0.114 -3.175 0.184 0.1200
C -1.313 -4.256 -1.266 -0.0285
H -0.493 -4.935 -1.508 0.1051
H -1.971 -4.738 -0.540 0.1011
H -1.880 -4.053 -2.180 0.1029
C 0.713 1.912 -1.102 -0.3070
C 0.980 0.892 -2.051 -0.3114
C -0.268 0.437 -2.570 -0.3168
C -1.306 1.161 -1.907 -0.3306
C -0.693 2.064 -0.993 -0.2968
C -1.388 3.085 -0.158 -0.0092
C -2.765 1.073 -2.208 -0.0309
C -0.469 -0.560 -3.663 -0.0270
C 2.340 0.407 -2.427 -0.0256
C 1.729 2.753 -0.406 -0.0396
La -0.280 -0.570 0.017 1.9557
H -3.364 1.520 -1.405 0.0824
H -3.009 1.614 -3.137 0.1123
H -3.104 0.038 -2.344 0.0676
H -2.448 2.840 -0.021 0.0815
H -0.933 3.172 0.838 0.0653
H -1.339 4.083 -0.623 0.1174
H 2.720 2.288 -0.437 0.0791
H 1.815 3.745 -0.880 0.1124
H 1.479 2.906 0.652 0.0532
H 2.300 -0.557 -2.948 0.0771
H 2.849 1.122 -3.093 0.1131
H 2.982 0.284 -1.541 0.0797
H -1.283 -1.267 -3.439 0.0753
H -0.736 -0.058 -4.608 0.1137
H 0.441 -1.143 -3.849 0.0814
C 3.628 -1.246 2.989 -0.0869
O 2.601 -0.281 3.329 -0.3330
P 1.694 0.412 2.144 0.9320
O 0.219 -0.562 2.344 -0.6341
C -0.289 -0.984 3.633 -0.0756
O 1.175 1.839 2.759 -0.3435
C -0.056 2.176 3.432 -0.0697
H 4.154 -0.978 2.060 0.0875
H 3.201 -2.251 2.876 0.0908
H 4.340 -1.241 3.820 0.1060
H -1.308 -0.599 3.721 0.1006
H -0.303 -2.077 3.628 0.1035
H 0.342 -0.605 4.442 0.0983
H -0.939 2.005 2.792 0.0822
H -0.145 1.629 4.380 0.0940
H 0.025 3.251 3.635 0.1149
```

Calculated values
HOMO energy (spin up / spin down) (eV): -14.00 / -14.00
Net charge: +2
E_LUMO (spin up / spin down) (hartree): -0.3229 / -0.3228
HOMO-LUMO gap (spin up / spin down) (hartree): 0.19148 / 0.19158
F_max (eV/Å): 13.8
M (g mol⁻¹): 442.309
E_tot (eV): -33383.7266


(4)
Below is the ion C3H5NO3S with charge -2, with properties calculated with the ωB97M-V functional and the def2-TZVPD basis.

XYZ file:
```
13
Properties=species:S:1:pos:R:3:lowdin_charge:R:1
C 0.853 -0.345 -0.017 -0.2556
C -0.054 -1.532 -0.289 -0.2754
C -0.292 0.540 0.434 -0.3484
N -1.344 -0.765 -0.180 -0.2883
O -2.188 -1.283 0.722 -0.4608
O 0.186 3.106 0.736 -0.6644
O 0.613 2.146 -1.521 -0.6406
S -0.376 2.231 -0.377 0.5846
H 1.655 -0.512 0.717 0.0780
H 1.296 0.074 -0.928 0.0625
H 0.042 -2.014 -1.282 0.0696
H 0.027 -2.320 0.479 0.0706
H -0.419 0.673 1.507 0.0683
```

Calculated values
HOMO energy (eV): 1.86
Net charge: -2
E_LUMO (hartree): 0.2419
HOMO-LUMO gap (hartree): 0.17369
F_max (eV/Å): 2.5
M (g mol⁻¹): 135.144
E_tot (eV): -21654.5512


(5)
Below is the molecule C4H8O2, with properties calculated with the ωB97M-V functional and the def2-TZVPD basis.

XYZ file:
```
14
Properties=species:S:1:pos:R:3:lowdin_charge:R:1
C -2.498 0.300 0.031 -0.1240
O -1.559 -0.741 0.073 -0.1991
C -0.253 -0.270 0.255 -0.2915
C 0.651 -1.467 0.446 0.0143
C 2.435 0.018 -0.323 -0.0594
O 1.911 -1.226 0.202 -0.1404
H -2.611 0.782 1.016 0.0899
H -2.220 1.076 -0.702 0.0870
H -3.453 -0.138 -0.266 0.0898
H -0.161 0.310 1.200 0.1415
H 0.012 0.425 -0.565 0.1125
H 2.036 0.194 -1.324 0.0930
H 2.195 0.858 0.334 0.0939
H 3.515 -0.121 -0.376 0.0925
```

Calculated values
HOMO energy (eV): -8.34
E_LUMO (hartree): 0.0267
HOMO-LUMO gap (hartree): 0.33342
F_max (eV/Å): 0.5
M (g mol⁻¹): 88.106
E_tot (eV): -8368.7239


(6)
Below is a cluster of 2 separate species, C6H12BrNO2 in total, with properties calculated with the ωB97M-V functional and the def2-TZVPD basis.

XYZ file:
```
22
Properties=species:S:1:pos:R:3:lowdin_charge:R:1
C -1.863 0.828 -0.578 -0.1200
C -0.638 1.590 -0.568 -0.5081
C -0.631 2.531 -1.832 -0.1044
C 0.505 0.666 -0.589 -0.5929
Br 1.107 -0.195 -2.169 0.8299
N 1.269 0.377 0.471 -0.3587
O 2.260 -0.299 0.606 -0.0312
O 0.862 1.071 1.626 0.0792
H -2.108 0.415 0.491 0.1246
H -2.757 1.576 -0.732 0.1194
H -1.930 0.087 -1.361 0.0726
H -0.495 2.289 0.335 0.1635
H 0.391 2.924 -2.189 0.0926
H -0.952 1.868 -2.739 0.0877
H -1.310 3.397 -1.626 0.0826
H 1.487 0.776 2.229 0.0756
C 0.519 -3.302 1.974 -0.0811
C 1.105 -3.372 0.815 -0.0609
H 0.200 -4.024 2.693 0.0379
H 0.413 -2.362 2.495 0.0337
H 1.263 -4.346 0.432 0.0381
H 1.300 -2.494 0.218 0.0199
```

Calculated values
HOMO energy (eV): -8.78
SMILES: CC(C)/C(Br)=[N+](/[O-])O.C=C
E_LUMO (hartree): 0.0240
HOMO-LUMO gap (hartree): 0.34658
F_max (eV/Å): 5.6
M (g mol⁻¹): 210.071
E_tot (eV): -82038.9332


The energy relative to the best compared isomer or geometry (same formula, charge and spin) results, record by record, are as follows: 37.4, 330.7, 465.6, 65.3, 439.8, 443.4 kJ/mol.